79
Properties=species:S:1:pos:R:3:mulliken_spin:R:1 method="wB97M-V/def2-TZVPD" de_lowest_kj_mol=67.1 spin_multiplicity=3 largest_force_ha_per_bohr=0.0630 e_tot_ha=-9656.1475
C -1.70472 0.58943 3.46630 0.001
H -2.90957 3.28642 1.15800 0.000
Se 0.17512 0.48792 -3.26737 0.004
H 1.15310 -1.20830 5.87856 0.000
O 1.78032 0.35444 -3.44039 0.007
H 1.23574 -1.07534 3.40689 0.010
H 2.11878 -3.16755 7.04473 0.000
Br 5.91185 2.97511 1.61858 0.003
C 2.21134 1.20704 1.78159 0.019
H -2.70762 4.21052 -0.33165 0.000
C -0.38784 4.87937 -1.52312 0.000
H -1.30058 5.43125 -1.33842 0.000
C 4.17948 -2.21228 -2.73921 0.012
H 0.42841 -4.42732 1.35463 -0.003
C 2.26463 -2.93935 3.18015 -0.013
N -1.01777 -2.01071 -0.48233 -0.028
H -1.85270 1.53112 2.93595 0.000
C 4.35784 -1.24490 -1.76531 -0.004
C 3.32962 0.18663 0.04256 0.017
H 3.24011 -4.84708 3.26781 0.000
H 2.79688 2.90172 -2.02633 0.000
C 1.88612 3.48111 -1.89982 -0.001
H -3.80486 2.13485 -0.77233 0.000
C 3.26590 -0.84376 -1.02684 0.012
H -2.37487 -1.21560 -1.89878 -0.003
H 2.23671 4.68338 -3.63885 0.000
O -2.40582 0.95830 0.19424 0.003
C 0.41288 5.20034 -2.60201 0.000
C -2.74414 -3.28887 -1.15466 0.003
C -0.86763 3.47750 0.52028 -0.005
H 2.74821 -3.77363 1.27411 0.002
H -2.15566 -5.07849 0.03560 0.000
C 1.67142 -1.92122 3.92607 -0.002
H -0.74891 4.27027 1.26537 0.000
H -0.48442 2.55232 0.95307 0.006
O -0.66522 -0.77956 -3.80881 -0.003
O -1.96040 -1.52231 2.38358 0.008
H -2.60498 0.31286 4.00747 0.000
Mo 0.48319 -0.64643 -0.02535 1.786
C 1.58160 4.48450 -2.80128 0.000
C 2.15530 -3.10577 5.96408 0.000
N 2.05924 -1.38370 -1.22132 -0.006
H 0.87209 -2.63652 -2.34735 0.000
C 2.92667 -2.74082 -2.97005 -0.006
H 3.26767 2.66681 2.93636 0.000
Br 5.65016 -2.81372 -3.74002 0.002
O -0.05007 0.27409 -1.47562 0.145
H -2.85814 0.19101 -0.17023 0.000
H 2.75386 -3.46334 -3.75306 0.000
H 0.12355 5.99062 -3.28498 0.000
C 0.23506 -3.45826 0.89659 0.022
H -2.20761 2.08872 -1.54973 -0.001
N 2.20160 0.34032 0.76148 -0.052
O -0.44643 1.94412 -3.53908 0.001
O -0.28312 -0.15372 1.73874 -0.006
C 4.43026 1.86728 1.31336 0.025
C 2.78498 -4.04491 3.84087 0.001
C -2.11744 -2.04491 -1.25615 0.043
H 3.14359 -4.99510 5.73360 0.000
C -1.97262 -4.06250 -0.28433 0.054
C -0.91182 -3.25532 0.11317 -0.010
H 5.33166 0.84186 -0.33795 0.000
H 1.28868 1.27653 2.33774 0.013
N 1.09375 -2.48863 1.02819 -0.046
C -0.01762 3.83620 -0.67766 0.001
C 2.73334 -4.12827 5.22871 0.000
C 1.88449 -2.28644 -2.19067 0.009
H 3.09655 -2.06419 1.42231 0.002
H -3.64121 -3.58763 -1.67565 0.001
C 1.61708 -2.00363 5.30800 0.000
C 4.45558 0.94476 0.28424 -0.012
C -1.35621 -0.48569 2.47197 0.003
H -0.87766 0.71714 4.17109 0.000
H 5.33263 -0.81634 -1.58863 0.000
N 1.11506 3.15186 -0.86093 -0.002
C 3.30494 1.98014 2.10347 -0.017
C -2.35813 3.33194 0.21586 0.001
C 2.36745 -2.83183 1.67323 0.004
C -2.72809 2.10728 -0.58706 0.000